1.
Here is a molecular structure, C45H57N9O16 in a non-equilibrium geometry from the OMol25 dataset. Energies are from ωB97M-V/def2-TZVPD.

Cartesian coordinates (Å):
O (-1.894, 5.275, -5.044)
O (3.521, 3.834, -0.652)
O (-8.339, -2.812, 0.661)
O (-0.240, -2.920, 0.802)
O (-1.141, 2.341, 3.363)
O (3.572, -1.214, 3.335)
O (4.238, -1.340, 5.424)
O (-0.622, -0.791, 1.162)
O (4.614, 0.157, -3.284)
O (2.775, -8.121, -4.953)
O (1.862, -9.202, -3.370)
O (2.501, -0.303, -3.282)
O (-0.989, -1.708, -0.691)
O (-2.532, -2.610, -7.198)
O (-0.185, 4.107, -5.833)
O (-9.439, -1.644, -0.676)
N (-8.406, -1.958, -0.130)
N (3.192, 3.896, 0.587)
N (-2.931, 1.269, 4.271)
N (2.345, -8.175, -3.862)
N (-2.290, -1.428, -5.182)
N (3.633, -0.299, -2.786)
N (3.444, -1.492, 4.434)
N (-0.568, -1.801, 0.417)
N (-0.989, 4.439, -4.933)
C (1.137, 5.130, 0.366)
C (0.791, -4.494, -4.002)
C (2.489, 5.189, 1.046)
C (4.565, -2.690, 0.998)
C (3.898, -1.147, -1.547)
C (-0.961, -2.418, 5.721)
C (1.669, -2.146, 6.406)
C (-1.846, -0.194, -5.687)
C (-2.751, -2.568, -5.919)
C (-3.027, 2.059, 5.443)
C (3.250, 3.006, 2.848)
C (-4.049, 0.350, 4.006)
C (-1.931, 1.312, 3.366)
C (1.600, -6.486, -1.961)
C (2.035, -1.920, 4.891)
C (2.037, 1.770, 0.997)
C (3.263, 2.623, 1.360)
C (-7.149, 0.098, -1.202)
C (2.487, 5.330, 2.594)
C (-5.922, 0.745, -1.492)
C (-0.630, -2.133, 4.283)
C (-1.198, 1.719, -1.531)
C (1.335, -5.881, -4.545)
C (5.691, -2.069, 0.163)
C (4.543, 1.721, 0.987)
C (1.754, -6.878, -3.410)
C (-5.804, -1.746, 0.213)
C (0.106, 2.537, -3.578)
C (-2.822, -1.492, -3.764)
C (0.866, -5.159, -1.466)
C (-4.522, -0.947, -0.159)
C (3.191, -2.566, 0.627)
C (5.305, -1.266, -1.026)
C (2.847, -1.769, -0.690)
C (-0.978, 3.594, -3.771)
C (2.184, 3.946, 3.230)
C (-2.027, 2.827, -1.497)
C (0.282, -2.553, 6.690)
C (-7.167, -1.220, -0.433)
C (0.841, -1.919, 3.887)
C (0.557, -4.233, -2.647)
C (-4.530, 0.143, -1.036)
C (-0.208, 1.476, -2.584)
C (3.306, 6.406, 0.391)
C (-1.963, 3.822, -2.552)
H (4.345, 0.928, 1.651)
H (1.173, 2.205, 1.389)
H (-6.054, 1.813, -2.091)
H (-3.777, 1.979, 6.148)
H (-5.799, -2.629, 0.833)
H (2.434, -3.141, 1.139)
H (3.298, 6.415, -0.744)
H (-3.432, 0.485, -1.395)
H (-1.387, 0.763, -0.817)
H (6.741, -2.098, 0.535)
H (4.398, 3.403, 3.052)
H (1.565, -5.926, -5.537)
H (4.267, 6.523, 0.657)
H (-1.981, 0.565, -5.090)
H (-1.261, -2.013, 3.546)
H (-4.016, -0.037, 2.885)
H (-3.097, 3.235, 5.314)
H (2.248, 3.895, 4.194)
H (-4.171, -0.401, 4.733)
H (-2.152, -0.821, -3.240)
H (1.059, 4.952, -0.751)
H (-3.898, -1.304, -3.542)
H (1.025, -4.842, -0.349)
H (5.305, 2.065, 1.340)
H (2.976, 7.300, 0.696)
H (4.871, -3.054, 1.905)
H (3.184, 2.108, 3.589)
H (-3.142, -3.255, -5.526)
H (1.864, 0.766, 1.464)
H (-2.574, -2.577, -3.542)
H (3.464, 5.643, 2.868)
H (0.576, 5.871, 0.474)
H (0.073, -3.256, -2.442)
H (-2.954, 3.056, -0.768)
H (-2.629, 4.788, -2.444)
H (-1.984, -2.594, 5.961)
H (-1.857, 0.537, 2.534)
H (-0.694, -0.314, -5.610)
H (0.283, 0.575, -2.448)
H (6.129, -0.484, -1.506)
H (1.745, 6.115, 2.941)
H (-3.547, -1.495, 0.020)
H (-8.179, 0.460, -1.568)
H (2.278, -2.207, 7.065)
H (1.200, -1.651, 2.906)
H (1.278, 3.732, 2.922)
H (-4.823, 0.704, 4.149)
H (-0.113, -2.975, 7.644)
H (0.506, 4.280, 0.821)
H (1.819, -1.837, -1.034)
H (2.024, -7.217, -1.216)
H (0.916, 2.468, -4.273)
H (0.690, -3.813, -4.872)
H (-2.197, 1.879, 5.918)
H (4.675, 1.462, 0.019)
H (1.855, 1.588, -0.318)
H (-2.226, -0.029, -6.781)

Force components x, y, z for each atom (eV/Å):
1.547 -0.792 0.219
-1.319 0.462 6.224
0.702 -3.059 2.767
1.297 -0.652 1.566
-1.692 -3.511 -0.016
1.653 1.272 -5.077
-1.077 -0.438 -2.908
0.765 0.221 0.926
0.707 1.164 -0.617
2.736 -0.165 -2.557
1.382 0.579 0.864
1.071 0.347 1.010
-1.174 1.061 -4.499
-1.012 -0.089 4.585
-1.218 1.195 1.460
-0.319 0.852 -0.913
0.166 2.469 -1.805
0.715 -0.737 -6.100
-1.990 -2.267 -1.696
-4.915 -0.158 1.111
-4.466 -4.153 1.561
-1.265 -2.629 0.757
-2.480 -0.889 8.754
-0.812 -0.333 1.979
-0.316 -0.499 -1.766
1.809 -8.550 -1.449
1.771 -4.967 -1.650
1.466 2.238 -1.062
0.192 3.109 -4.801
0.240 -1.786 4.648
6.386 0.600 -3.246
-10.205 -0.617 -12.069
3.309 -3.811 -5.477
8.621 13.492 -11.175
-1.329 4.863 -2.717
3.643 -1.891 0.646
12.792 -6.045 -4.821
2.139 4.275 -0.315
-1.472 1.727 -1.110
-5.409 -0.439 1.542
-1.112 -1.405 -4.159
1.326 -2.049 0.062
0.130 -2.338 0.885
-1.414 -0.576 -0.024
1.094 0.421 0.055
7.035 -0.479 6.901
0.402 -3.251 -0.556
-0.343 1.828 9.221
-4.066 1.120 -0.977
-9.410 -0.996 -0.224
-1.560 5.229 0.495
-2.040 4.692 -3.754
-4.822 -0.157 1.451
1.438 -1.583 -1.060
3.337 -1.906 -4.261
-2.428 -2.555 -0.512
2.491 1.973 -3.931
0.721 1.020 0.492
2.916 -1.156 0.648
0.500 -1.982 5.951
4.032 3.097 -3.949
-1.951 2.929 -1.005
-1.839 1.146 -2.412
5.771 1.529 0.911
1.429 -0.140 4.386
0.054 -1.007 2.232
-1.544 0.828 -0.573
-1.843 5.142 0.548
-1.996 -3.724 -3.070
1.592 -0.305 -1.874
-0.335 -1.700 0.209
-1.722 1.261 0.101
0.868 -3.100 1.585
-2.236 -1.567 0.696
0.028 0.010 -0.104
-0.365 0.459 0.029
-0.291 -0.296 1.399
-3.206 -0.358 0.711
0.666 2.493 -1.434
-1.077 0.069 -0.510
-2.916 -0.484 -0.164
0.484 -0.751 -2.431
3.809 -0.713 1.185
-1.669 4.026 3.251
-3.455 0.438 -3.614
0.040 0.532 2.586
0.493 -2.146 -0.544
-0.316 0.755 5.947
1.070 -1.934 0.766
-0.207 -0.122 0.782
1.015 -0.044 1.197
0.681 0.209 -0.639
-0.985 -0.578 -2.537
8.902 4.692 3.762
-2.380 3.159 1.238
0.425 -1.367 1.988
0.150 1.017 -1.939
-5.744 -9.910 6.599
1.477 0.535 -0.320
-0.480 1.441 0.735
0.909 0.460 0.421
-4.161 7.039 1.596
0.507 -0.665 0.251
2.652 -1.008 -1.290
1.412 -2.272 -0.794
-0.341 -0.213 0.650
-0.318 0.662 1.245
-1.350 0.652 -1.098
1.438 -1.421 -0.341
-2.192 -2.639 1.081
0.797 -0.862 -0.766
-1.152 0.981 0.154
1.970 -0.442 0.611
7.803 -0.618 7.988
-0.786 -0.167 -0.429
-4.573 -1.897 -1.288
-13.446 7.594 1.590
1.229 0.754 -0.423
0.941 0.990 -0.626
0.047 0.307 0.060
-0.675 0.948 -0.822
0.160 -0.182 -0.387
-0.418 -0.019 1.221
4.777 -0.426 3.023
-0.180 -0.928 -3.027
0.735 0.716 4.189
0.955 -0.170 2.017

Charge: 0
Relative energy (zero: lowest compared OMol25 entry of this formula, charge and spin), kJ/mol: 411.48

---

2.
Here is C5H8N2 in the gas phase in a non-equilibrium geometry from the OMol25 dataset. Energies are from ωB97M-V/def2-TZVPD.

Cartesian coordinates (Å):
N (-0.342, -0.781, -1.572)
N (-0.650, 2.667, -0.992)
C (1.721, -0.523, 0.001)
C (-0.567, 0.558, 0.520)
C (-0.641, 1.783, -0.286)
C (0.016, -0.661, -0.193)
C (-1.176, 0.580, 1.659)
H (0.006, -1.549, 0.409)
H (1.885, -0.755, 1.051)
H (-1.609, 1.421, 2.230)
H (-1.540, -0.368, 2.088)
H (-0.368, 0.119, -1.988)
H (2.147, 0.374, -0.361)
H (2.035, -1.344, -0.618)
H (-0.915, -1.523, -1.947)

Force components x, y, z for each atom (eV/Å):
0.538 -0.494 0.669
-0.204 1.921 -1.467
-3.208 -1.203 -0.229
0.051 0.448 -2.683
1.105 -2.394 1.744
3.265 1.226 0.490
-2.447 -0.919 3.097
-1.318 -0.524 0.034
0.386 0.360 0.004
0.545 -0.090 -0.960
0.933 0.202 0.098
-0.390 0.302 -0.917
0.308 1.086 -0.112
0.476 -0.365 -0.181
-0.040 0.445 0.412

Charge: 0
SMILES string: C=C(C#N)[C@H](C)N
Relative energy (zero: lowest compared OMol25 entry of this formula, charge and spin), kJ/mol: 205.10

---

3.
Here is 3 unconnected molecules or ions with the total composition C4H9NP in a non-equilibrium geometry from the OMol25 dataset. Energies are from ωB97M-V/def2-TZVPD.

Cartesian coordinates (Å):
P (-0.699, -2.004, 0.252)
N (1.819, -0.587, 0.230)
C (-1.774, 0.254, -0.764)
C (-2.040, -1.045, -0.473)
C (-0.253, 0.615, -0.593)
C (0.337, -0.693, 0.026)
H (1.055, 1.828, 2.124)
H (-3.045, -1.469, -0.576)
H (-0.306, 1.477, 0.094)
H (-2.425, 1.013, -1.203)
H (0.414, 1.415, 1.660)
H (2.331, -0.359, -0.694)
H (2.173, -1.513, 0.368)
H (2.166, 0.125, 1.026)
H (0.246, 0.944, -1.476)

Force components x, y, z for each atom (eV/Å):
-3.734 -3.499 0.237
0.557 1.287 -0.668
2.435 0.396 -0.887
0.176 -1.072 0.752
-2.241 -0.972 1.814
2.732 6.683 -1.418
-2.435 -1.589 -1.681
0.483 0.057 0.106
0.652 -0.217 -0.253
-0.077 -0.449 0.296
2.655 1.634 2.146
-1.039 0.338 1.503
0.517 -0.888 1.023
-1.058 -1.864 -2.003
0.376 0.155 -0.967

Charge: +1
Expectation value of S²: 2.02
Relative energy (zero: lowest compared OMol25 entry of this formula, charge and spin), kJ/mol: 271.73
Spin multiplicity: 3

---

4.
Here is 2 unconnected molecules or ions with the total composition C4H13N2O in a non-equilibrium geometry from the OMol25 dataset. Energies are from ωB97M-V/def2-TZVPD.

Cartesian coordinates (Å):
O (-0.773, 2.603, 2.991)
N (1.014, -0.809, 0.505)
N (0.091, 2.069, 0.482)
C (0.115, -0.927, -1.854)
C (-0.468, -2.362, -1.608)
C (0.299, -0.138, -0.594)
C (-0.270, 1.062, -0.360)
H (0.463, -1.644, 0.836)
H (-0.258, 2.172, 3.679)
H (1.896, -1.202, 0.127)
H (0.454, 1.840, 1.389)
H (-1.053, 1.476, -1.001)
H (-1.328, -2.401, -0.926)
H (0.348, -2.914, -1.155)
H (-1.615, 2.630, 3.448)
H (-0.587, -0.475, -2.564)
H (1.035, -0.979, -2.437)
H (1.399, -0.286, 1.340)
H (-0.849, -2.756, -2.559)
H (0.087, 3.042, 0.261)

Force components x, y, z for each atom (eV/Å):
-0.081 -0.040 0.810
1.130 -0.851 -0.909
0.454 -1.050 1.452
-1.649 -1.047 0.160
0.276 0.797 -0.246
-1.085 1.246 0.181
0.259 1.294 -1.352
0.097 0.129 0.458
0.586 -0.121 -0.034
0.053 -0.248 0.029
0.198 0.191 -0.014
0.497 -0.714 -0.784
0.310 0.425 -0.022
-0.164 -0.843 -0.218
-0.572 0.246 -0.260
0.040 0.645 0.520
0.282 -0.227 0.244
-0.620 0.431 0.075
0.566 -0.317 0.217
-0.576 0.054 -0.307

Charge: 0
Expectation value of S²: 0.75
Relative energy (zero: lowest compared OMol25 entry of this formula, charge and spin), kJ/mol: 245.57
Spin multiplicity: 2

---

- Which value of charge does entry 3 give?
  +1